ORCA calculation (ωB97M-V/def2-TZVPD) on C3H2FIrO as an isolated structure in a non-equilibrium geometry.

Geometry as XYZ:
```
8
Properties=species:S:1:pos:R:3:forces:R:3
H 1.410995 1.104573 -0.034403 -0.7 0.0 1.0
O 0.122735 -0.427607 1.355613 -0.8 -1.7 0.2
C 0.360940 1.021845 -0.327820 0.1 1.0 -1.9
C -0.216091 -0.124784 -0.811533 -1.4 0.0 0.4
C -0.367734 -1.042494 0.311324 2.1 1.6 0.5
F -0.180503 2.241245 -0.550118 0.7 -1.0 -0.4
H -0.880916 -0.154258 -1.675505 0.0 0.3 0.4
Ir -0.249427 -2.618520 1.732442 -0.1 -0.1 -0.1
```
Positions in Å, forces in eV/Å.

Results
- multiplicity = 5
- HOMO level (alpha / beta) (eV) = -7.12 / -9.43
- <S²> = 6.015
- HOMO-LUMO gap (alpha / beta) (Eh) = 0.236 / 0.284
- LUMO energy (alpha / beta) (eV) = -0.68 / -1.70

ORCA calculation (ωB97M-V/def2-TZVPD) on a 8-piece molecular cluster, C8H30IN12O8 overall in a non-equilibrium geometry.

Geometry as XYZ:
```
59
Properties=species:S:1:pos:R:3:forces:R:3
I -0.394527 0.636185 0.064790 -0.2 -0.1 -0.1
C -0.660300 4.439642 2.129711 0.5 -0.9 -0.8
C -0.722375 5.231741 0.837382 -0.5 -0.3 0.0
O 0.356836 6.127154 0.705923 0.0 0.3 -0.2
O 0.417522 3.492705 2.081995 -0.1 0.3 0.1
H -1.602879 3.882856 2.203658 -0.1 0.3 0.5
H -0.432030 5.065772 2.987337 -0.4 0.2 0.1
H -1.670600 5.777228 0.769582 0.2 0.3 0.2
H -0.784570 4.524210 0.000411 0.3 0.0 0.0
H 1.090037 5.666874 0.290876 0.0 -0.1 0.1
H 0.143714 2.774979 1.493403 0.0 -0.1 0.0
C 3.863602 0.245115 1.522866 -0.3 -0.1 0.5
O 4.411555 -0.532629 2.288836 0.1 0.0 -0.1
N 2.803322 1.039349 1.885500 0.3 0.1 -0.3
N 4.252004 0.413419 0.226158 0.0 0.2 -0.3
H 2.399475 0.892555 2.793017 0.0 -0.1 0.0
H 2.189720 1.365030 1.154099 -0.1 0.0 0.2
H 3.853370 1.142532 -0.335382 0.0 0.0 -0.1
H 5.027261 -0.104800 -0.138305 0.0 -0.1 0.1
C 1.463821 -3.603086 -0.512390 0.2 0.2 0.0
O 1.929812 -3.152855 -1.548702 -0.1 0.1 0.2
N 2.046423 -4.676316 0.112953 -0.3 0.3 -0.4
N 0.406900 -3.027704 0.145053 0.1 0.0 0.0
H 2.708500 -5.149363 -0.475138 0.0 -0.3 0.3
H 1.651033 -5.079379 0.941969 0.1 -0.1 0.0
H -0.257249 -3.545789 0.692331 0.2 0.0 0.2
H 0.215082 -2.054457 -0.037591 -0.1 0.0 -0.3
C -1.083605 2.716362 -4.020598 -0.2 -0.1 -0.4
O -1.026624 3.181756 -5.145753 0.1 0.3 0.0
N -2.241723 2.725333 -3.284121 0.1 0.0 0.3
N -0.032451 2.134104 -3.387774 0.1 -0.2 0.5
H -3.058518 3.147192 -3.678733 0.0 -0.1 -0.2
H -2.311045 2.194924 -2.433228 -0.1 0.0 0.0
H -0.131204 1.764262 -2.454265 0.1 0.0 0.0
H 0.887001 2.162244 -3.782266 -0.1 0.0 -0.3
C -1.365261 -1.303887 -3.973656 -0.3 0.0 -1.0
O -1.713936 -1.354849 -5.149738 -0.1 -0.2 0.3
N -2.229251 -0.948042 -2.976139 0.5 -0.1 0.6
N -0.097462 -1.616558 -3.593737 -0.2 0.3 0.3
H -1.878971 -0.750411 -2.049749 -0.2 0.1 -0.1
H -3.193441 -0.775417 -3.180783 0.1 0.1 -0.2
H 0.186832 -1.608932 -2.631030 0.2 -0.2 0.0
H 0.487503 -2.038232 -4.287807 0.1 0.0 0.0
C 1.339252 -2.247030 3.754997 0.1 0.3 0.7
O 1.322909 -2.173400 4.979289 -0.1 -0.4 -0.3
N 2.221592 -3.022010 3.057333 -0.9 0.1 -0.4
N 0.419490 -1.545947 2.999537 0.3 -0.3 0.5
H 2.392715 -2.728802 2.111294 0.4 -0.4 0.0
H 2.872168 -3.583421 3.569297 0.3 0.3 0.0
H -0.028474 -0.857780 3.581199 -0.2 0.2 -0.4
H 0.579626 -1.334476 2.026847 0.0 0.1 0.1
C -3.793217 -2.030030 1.042813 0.1 -0.3 -0.6
O -4.815774 -2.695727 1.152510 0.2 0.2 0.2
N -3.448555 -1.016128 1.876494 0.0 0.1 0.3
N -2.896075 -2.278332 0.028243 -0.6 -0.1 0.6
H -4.093388 -0.803926 2.613958 0.0 0.1 0.0
H -2.705447 -0.373459 1.654087 0.0 0.0 0.0
H -2.047932 -1.752305 -0.086513 0.0 0.0 -0.2
H -3.222190 -2.978046 -0.612348 0.4 0.1 -0.3
```
Positions in Å, forces in eV/Å.

Results
- net charge = -1
- HOMO level (eV) = -6.89
- HOMO-LUMO gap (Eh) = 0.338
- LUMO energy (eV) = 2.31

ORCA calculation (ωB97M-V/def2-TZVPD) on C15H29HgO13S3 as an isolated structure in a non-equilibrium geometry.

Geometry as XYZ:
```
61
Properties=species:S:1:pos:R:3:forces:R:3
Hg -0.952395 -0.029384 -0.072651 -0.6 0.4 0.2
O -1.609625 1.885166 -5.458021 0.4 -0.7 -3.2
C -1.927745 1.969786 -4.195121 -0.1 2.3 3.3
O -2.672905 2.882556 -3.845131 -0.9 -0.2 0.0
O -1.256735 1.219636 -3.441871 0.3 -1.4 0.8
H -0.978935 1.163246 -5.406551 0.5 -0.3 -0.6
O 0.132305 4.961166 2.334789 0.8 -0.1 0.4
C -0.528115 4.653806 1.216889 -3.1 4.6 -1.1
O -1.153045 5.586236 0.611289 1.3 -0.3 0.7
O -0.699605 3.513196 0.891559 0.3 -4.2 -1.0
H 0.355195 4.058546 2.573959 0.7 -0.3 1.0
C -3.746315 -1.942594 2.903969 0.3 1.4 -1.1
O -3.507355 -0.764474 2.125469 0.0 -1.8 1.1
H -4.639725 -2.501544 2.625559 -0.2 0.0 -0.5
H -2.920905 -2.653324 2.863149 0.5 -0.2 -0.4
H -3.819055 -1.793084 3.981209 0.0 0.8 0.4
C -6.272205 -3.067234 -3.560401 0.8 -0.5 0.1
C -5.302445 -2.391174 -4.559591 -1.2 0.5 0.4
C -3.996985 -3.179854 -4.540611 0.3 -0.3 0.2
S -3.743305 -3.698614 -2.757831 0.2 2.2 0.9
O -2.748305 -2.818884 -2.116171 -1.2 -1.4 -1.0
O -3.617395 -5.136514 -2.600871 -0.3 0.8 -0.4
C -5.433335 -3.071094 -2.240891 -0.1 -0.6 -0.6
H -6.488935 -3.998824 -4.083141 0.2 -0.9 0.9
H -7.280185 -2.682394 -3.405631 0.3 0.8 -0.1
H -5.202685 -1.361254 -4.216941 0.6 0.1 -0.2
H -5.772905 -2.352894 -5.542091 0.3 -0.1 -0.2
H -3.147635 -2.629904 -4.945881 0.1 0.3 0.7
H -3.996895 -4.087364 -5.144371 -0.5 -0.2 0.2
H -5.333395 -2.049434 -1.874381 0.5 0.2 -0.5
H -5.807205 -3.553834 -1.337951 0.0 -0.8 -0.4
C 5.295265 2.229376 -3.457591 -1.3 -0.7 -0.7
C 5.360915 3.366136 -2.441671 0.6 -1.0 2.4
C 4.297565 3.045196 -1.364071 -1.0 -0.5 -1.3
S 4.057605 1.222276 -1.222471 1.9 0.7 1.3
O 2.635495 1.088946 -1.062901 0.1 -0.8 -0.2
O 4.970455 0.617346 -0.228851 -1.1 0.6 -1.6
C 4.640855 0.850486 -2.939861 0.2 1.6 0.2
H 6.244315 1.988736 -3.936651 0.0 0.3 0.1
H 4.621995 2.671146 -4.192201 0.0 -0.7 -0.5
H 5.232525 4.361536 -2.866881 -0.2 -0.2 -0.1
H 6.331495 3.345446 -1.946051 0.2 0.2 0.0
H 3.315395 3.194896 -1.812421 -0.2 0.5 -0.2
H 4.222035 3.573356 -0.413581 0.7 -0.3 0.1
H 3.761075 0.570426 -3.519211 0.0 0.2 0.1
H 5.361385 0.034006 -2.987931 -0.1 0.1 0.5
C 1.939725 -0.583164 7.046699 0.4 -0.1 1.5
C 3.186205 -1.266404 6.444759 -0.5 0.1 -1.6
C 3.478395 -0.552214 5.079309 -0.9 0.4 1.6
S 1.749615 0.219726 4.599419 -0.8 -1.3 -1.1
O 1.107565 -0.415114 3.440999 1.5 0.8 0.8
O 1.804545 1.671216 4.681679 0.3 -1.2 0.3
C 0.840205 -0.545054 6.002539 1.6 -0.1 -0.1
H 2.111805 0.437246 7.389129 0.5 0.2 -0.1
H 1.721435 -1.119594 7.970119 -0.6 -0.1 -0.1
H 2.973125 -2.316974 6.247269 -0.3 -0.1 0.0
H 4.096435 -1.297854 7.043579 -0.2 0.5 0.3
H 3.979115 -1.206284 4.365459 -0.5 0.3 -0.4
H 4.132465 0.253156 5.413509 -0.2 0.4 -0.9
H 0.677865 -1.574154 5.682089 -0.5 0.2 -0.3
H -0.078115 0.006486 6.204049 0.3 0.0 0.0
```
Positions in Å, forces in eV/Å.

Results
- net charge = -1
- HOMO level (eV) = -4.83
- HOMO-LUMO gap (Eh) = 0.098
- LUMO energy (eV) = -2.15

ORCA calculation (ωB97M-V/def2-TZVPD) on C3H6FO2Sr as an isolated structure in a non-equilibrium geometry.

Geometry as XYZ:
```
13
Properties=species:S:1:pos:R:3:forces:R:3
O -1.592246 -1.750336 1.351153 0.4 -1.3 0.0
C -0.374332 -1.633085 0.906442 1.3 0.9 0.0
C 0.082881 -0.484873 0.334741 0.3 -1.3 0.4
O -0.893263 0.491490 0.120571 -0.1 0.7 0.1
C -0.415850 1.798553 -0.174546 0.2 0.0 -0.1
Sr -3.052088 -0.216183 1.088026 -1.6 1.0 0.0
H 0.337976 -2.452442 1.075607 -0.2 0.2 -0.1
H 2.382055 -1.052009 -2.197202 2.3 0.4 0.7
H -0.049763 1.835262 -1.209314 0.0 0.1 0.2
H -1.255957 2.490150 -0.054568 0.2 -0.1 -0.1
H 0.395819 2.070564 0.514550 -0.2 0.0 -0.1
H 1.130400 -0.223476 0.182797 -0.4 -0.1 -0.3
F 3.304366 -0.873616 -1.938257 -2.3 -0.4 -0.7
```
Positions in Å, forces in eV/Å.

Results
- multiplicity = 2
- ΔE to the lowest compared entry with this formula, charge and spin (kcal per mole) = 1.14
- HOMO level (alpha / beta) (eV) = -4.69 / -7.73
- <S²> = 0.750
- HOMO-LUMO gap (alpha / beta) (Eh) = 0.181 / 0.288
- LUMO energy (alpha / beta) (eV) = 0.23 / 0.12

ORCA calculation (ωB97M-V/def2-TZVPD) on H10O5 as an isolated structure in a non-equilibrium geometry.

Geometry as XYZ:
```
15
Properties=species:S:1:pos:R:3:forces:R:3
O 6.775496 26.053238 29.961460 0.1 0.1 0.3
H 6.277181 26.858784 30.099347 0.4 0.7 0.0
H 7.034911 26.086155 29.040675 0.1 -0.2 -0.3
O 3.614073 25.340065 32.236897 -2.0 1.2 5.7
H 3.787614 25.465759 31.303992 -1.5 0.0 1.1
H 3.166952 24.495142 32.286117 0.0 -0.1 0.1
O 4.654598 23.170258 29.469807 0.6 -5.8 -3.3
H 4.523057 23.958968 29.995982 0.9 -2.2 0.6
H 4.291010 23.390507 28.612180 0.0 -0.4 -0.4
O 4.037549 26.133577 28.662039 -0.9 3.8 -4.9
H 4.091992 26.776439 29.369138 -0.1 0.9 -0.1
H 3.194371 26.307722 28.243770 -0.4 0.2 -0.6
O 4.359414 24.995346 30.351659 1.8 3.7 2.4
H 5.078171 25.590113 30.565846 1.3 -0.8 0.0
H 4.060853 25.280865 29.488199 -0.3 -1.0 -0.7
```
Positions in Å, forces in eV/Å.

Results
- ΔE to the lowest compared entry with this formula, charge and spin (kcal per mole) = 157.99
- HOMO level (eV) = -9.45
- HOMO-LUMO gap (Eh) = 0.328
- LUMO energy (eV) = -0.54

ORCA calculation (ωB97M-V/def2-TZVPD) on C24H32N4OPdSSi as an isolated structure in a non-equilibrium geometry.

Geometry as XYZ:
```
64
Properties=species:S:1:pos:R:3:forces:R:3
Pd -0.084540 -0.160818 -0.308512 -0.6 0.0 -0.5
S -1.454466 -1.874799 3.456443 0.0 0.0 -0.3
C -0.770593 -0.358659 3.795938 0.2 0.4 -0.1
C -0.310244 0.311987 2.685909 -0.2 -0.5 0.3
C -0.524999 -0.474011 1.528842 -0.8 -0.3 0.3
C -1.156683 -1.679756 1.777847 0.2 0.2 0.1
C -1.447596 -2.588430 0.683640 0.2 0.3 -0.2
C -2.099682 -3.808579 0.754357 0.0 0.1 -0.2
C -2.301290 -4.518708 -0.419182 0.0 0.0 0.0
C -1.847926 -3.999228 -1.622883 -0.1 0.0 -0.1
C -1.202879 -2.776276 -1.623714 0.0 0.0 0.3
N -0.999842 -2.082948 -0.498649 0.3 -0.8 0.4
H -0.726051 -0.020879 4.818854 0.0 0.0 0.0
H 0.163498 1.276235 2.743749 0.0 0.0 0.0
H -2.451666 -4.189659 1.701898 0.0 0.0 0.1
H -2.810019 -5.472506 -0.393921 0.0 0.0 0.0
H -1.984104 -4.530109 -2.553177 0.0 0.0 0.0
H -0.825979 -2.344219 -2.539464 0.1 0.0 -0.1
C 2.942066 2.214958 -2.259882 0.0 0.0 -0.1
N 3.731210 1.089211 -1.796140 0.1 0.1 0.1
C 5.165391 1.164329 -2.080297 0.0 -0.1 -0.1
C 5.929824 0.229049 -1.168197 0.0 0.0 -0.1
C 5.334766 -1.158288 -1.294129 0.0 0.0 0.0
N 3.893948 -1.110596 -1.037762 0.2 0.1 0.0
C 3.282873 -2.350738 -0.592311 -0.1 0.0 0.0
C 3.147159 -0.033979 -1.337558 -0.8 -0.5 0.2
O 1.885371 -0.085478 -1.178116 0.5 0.3 -0.4
H 3.388559 3.138997 -1.892734 0.0 0.0 0.0
H 1.925375 2.137792 -1.894214 -0.1 0.0 0.0
H 2.923465 2.249769 -3.351862 0.0 0.0 0.0
H 5.470016 2.201422 -1.941121 0.0 0.0 0.0
H 5.341274 0.907760 -3.130352 0.0 0.0 0.0
H 5.865539 0.572814 -0.134100 0.0 0.0 0.0
H 6.981341 0.211593 -1.449804 0.0 0.0 0.0
H 5.770577 -1.844348 -0.568945 0.0 0.0 0.0
H 5.517019 -1.573295 -2.290755 0.0 0.0 0.0
H 3.897936 -2.778797 0.197565 0.0 0.0 0.0
H 3.219148 -3.070466 -1.411716 0.0 0.0 0.0
H 2.286284 -2.167621 -0.200753 0.0 0.0 0.0
C -3.214573 3.046011 -2.191824 0.1 0.0 0.1
Si -2.377525 1.472820 -1.664071 -0.2 -0.1 -0.2
C -1.472997 0.764752 -3.136248 0.2 0.0 0.0
C -3.602152 0.353655 -0.829971 0.0 0.1 0.1
N -0.980976 1.667904 -0.457254 1.0 0.8 0.4
C -0.491058 2.747194 0.136118 -0.7 -0.1 -0.3
C -1.154325 4.021905 0.081290 -0.1 0.3 0.2
C -0.624823 5.118333 0.706499 -0.3 0.1 -0.1
C 0.586513 5.019633 1.397653 0.0 -0.2 -0.1
C 1.276360 3.801569 1.449872 0.1 -0.1 0.0
C 0.754876 2.693113 0.840416 0.6 -0.2 0.1
H -3.956475 2.753908 -2.939808 0.0 0.0 0.0
H -2.548568 3.766221 -2.666024 0.0 0.0 0.0
H -3.764695 3.536307 -1.389353 -0.1 0.0 0.0
H -2.188001 0.285747 -3.807758 -0.1 0.0 0.0
H -0.694706 0.030370 -2.922618 0.0 -0.1 0.1
H -0.976570 1.560895 -3.694410 -0.1 0.1 0.0
H -4.365935 0.054434 -1.550176 0.0 0.1 -0.1
H -4.110298 0.874343 -0.016788 0.0 0.0 0.0
H -3.165253 -0.548329 -0.419865 0.1 -0.2 0.0
H -2.092575 4.105278 -0.439473 0.0 0.0 0.0
H -1.145171 6.065081 0.667928 0.0 0.0 0.0
H 0.999400 5.890565 1.887963 0.0 0.0 0.0
H 2.224959 3.742551 1.964775 0.0 0.0 0.0
H 1.314393 1.758014 0.840237 -0.1 0.1 -0.1
```
Positions in Å, forces in eV/Å.

Results
- ΔE to the lowest compared entry with this formula, charge and spin (kcal per mole) = 36.81
- net charge = +2
- HOMO level (alpha / beta) (eV) = -13.63 / -13.72
- HOMO-LUMO gap (alpha / beta) (Eh) = 0.161 / 0.173
- LUMO energy (alpha / beta) (eV) = -9.23 / -9.01

E_tot: -10738.54495 -51155.03894 -79314.67325 -10854.33335 -10393.99823 -55593.28040 (eV)